Formula: C4H9NO
Source: the Open Molecules 2025 dataset
Level of theory: ωB97M-V with the def2-TZVPD basis set

- Gap between HOMO and LUMO: 10.573 eV
- Energy: -287.7720 hartree
- ΔE to the lowest compared entry with this formula, charge and spin: 37.9 kcal per mole

Each line ends with the Mulliken charge.
Positions of all 15 atoms, in Å:
C  1.94782  2.02813  -0.19327  -1.030
C  0.79706  1.06428  -0.14639  0.147
N  0.76353  -0.11384  -0.62143  -0.487
C  -1.88233  -0.76048  0.10173  0.248
O  -2.03212  0.15622  0.87915  -0.519
C  -1.51603  -2.16219  0.50156  -0.933
H  1.63962  2.96541  -0.67029  0.266
H  2.79947  1.61357  -0.74297  0.312
H  2.27117  2.27792  0.82396  0.263
H  -0.11422  1.40941  0.35361  0.327
H  -2.04300  -0.60913  -0.98499  0.332
H  1.65667  -0.34769  -1.06513  0.217
H  -0.65560  -2.48681  -0.09044  0.268
H  -2.35409  -2.83715  0.28806  0.330
H  -1.27796  -2.19766  1.56685  0.257